{
  "formula": "C5H6O4",
  "method": "ωB97M-V with the def2-TZVPD basis set",
  "smiles": "CC1=CC(O)(O)C(=O)O1",
  "homo_lumo_gap_ev": 10.5,
  "de_lowest_kcal_mol": 38.9,
  "elements": ["C", "C", "C", "C", "C", "O", "O", "O", "O", "H", "H", "H", "H", "H", "H"],
  "coordinates": [[-0.4884, 0.8817, 0.1512], [-0.9762, -0.3297, -0.0733], [1.2206, -0.7731, 0.0968], [1.1447, 0.7274, 0.0910], [-2.3686, -0.8667, -0.0388], [2.2516, -1.3921, 0.1161], [-0.0044, -1.3193, -0.0117], [1.7221, 1.4022, 1.1924], [1.8433, 1.1229, -1.1003], [-1.0274, 1.8091, 0.3134], [-2.4874, -1.2235, 0.9287], [-2.4953, -1.5915, -0.7460], [-3.1610, -0.2602, -0.3850], [2.6210, 1.5574, 0.9594], [2.2054, 0.2554, -1.4940]]
}

{
  "formula": "C10H13NPSTm",
  "method": "ωB97M-V with the def2-TZVPD basis set",
  "spin_multiplicity": 3,
  "homo_lumo_gap_ev": [4.2, 6.0],
  "elements": ["C", "C", "C", "C", "C", "Tm", "P", "H", "H", "H", "H", "H", "H", "H", "H", "S", "C", "N", "C", "C", "C", "C", "H", "H", "H", "H", "H"],
  "coordinates": [[-0.3975, 0.1537, -2.2374], [-1.2061, 1.1794, -1.6635], [-0.3317, 2.1219, -1.0417], [1.0273, 1.7172, -1.2908], [0.9880, 0.4967, -2.0205], [0.0119, 0.1974, 0.0808], [-0.0562, -2.4983, 0.4399], [-0.7508, -0.6776, -2.8354], [-2.2925, 1.2148, -1.6495], [-0.6612, 2.9938, -0.4958], [1.8445, -0.0436, -2.4104], [1.9335, 2.2072, -0.9515], [1.1127, -3.2328, -0.0382], [-1.1827, -3.1933, -0.1810], [-0.1538, -2.8543, 1.8526], [0.6679, 2.1766, 1.9257], [0.6595, 0.9379, 3.0697], [-0.3710, 0.0048, 3.2063], [-0.4425, -0.8465, 4.2893], [0.5628, -0.8406, 5.2281], [1.6518, 0.0387, 5.0688], [1.7038, 0.8917, 3.9845], [-1.1799, 0.0114, 2.5748], [-1.3149, -1.4979, 4.3318], [0.5209, -1.5164, 6.0872], [2.4564, 0.0652, 5.8012], [2.5032, 1.6071, 3.8026]]
}

{
  "formula": "C2H2CsLi2O2",
  "method": "ωB97M-V with the def2-TZVPD basis set",
  "spin_multiplicity": 2,
  "homo_lumo_gap_ev": [3.5, 3.4],
  "de_lowest_kcal_mol": 152.5,
  "elements": ["O", "C", "C", "Li", "Cs", "H", "H", "Li", "O"],
  "coordinates": [[-0.2780, 0.5555, -0.1050], [1.0515, 0.8455, 0.0937], [1.6337, 0.4668, 1.2570], [2.5180, -3.0731, -2.1011], [-3.0352, 2.5650, -1.4119], [0.8913, 0.3923, 2.0686], [1.5573, 1.1065, -0.8534], [4.6348, -3.1439, -0.2780], [6.4803, -3.2790, -0.1816]]
}

Maximum force for the records above, in order: 3.20, 6.26, 3.30 eV Å⁻¹